The following is a DFT calculation (ωB97M-V/def2-TZVPD) of a 12-piece molecular cluster, C35H81N11O15S overall.

Total charge   0
SMILES   O=S1(=O)OCCO1.CNC(C)=O.CNC(C)=O.CNC(C)=O.CNC(C)=O.CNC(C)=O.CNC(C)=O.CNC(C)=O.CNC(C)=O.CNC(C)=O.CNC(C)=O.CNC(C)=O
LUMO energy   0.1 eV

Atoms and positions in Å:
1 C 1.3467 -0.0990 -1.9206
2 O -1.6750 2.3656 -0.1986
3 C -3.8537 0.9948 4.1731
4 H -0.9774 -3.6804 6.0699
5 N 2.2725 0.9150 -7.2549
6 H 1.5773 -4.4900 -3.0856
7 H 4.8872 1.8199 0.1208
8 H 5.4686 -3.0261 -1.3925
9 H 2.2014 2.2956 -4.6739
10 C -2.5252 3.0817 0.3258
11 C 2.9666 1.5675 -4.9432
12 C -3.3989 2.6357 -3.4711
13 H -2.0528 5.0746 0.8349
14 H -2.4843 1.5537 5.6963
15 C -1.4691 -2.0276 -5.9535
16 H 0.8284 -3.4799 5.8268
17 H 0.4922 0.1085 -7.6488
18 H 4.0932 0.0817 5.2823
19 H -4.1501 2.3087 -0.6309
20 C 4.1895 1.0424 0.4319
21 C 1.1032 0.2659 -6.7599
22 C 1.3572 -3.7143 2.8856
23 H 2.7135 5.5668 -2.5796
24 H -2.0150 0.0387 5.0857
25 N -5.0539 -3.5183 3.5972
26 C 3.3942 0.2459 4.4622
27 H 0.4175 5.6752 -1.6649
28 C -6.2284 0.1360 4.3351
29 H -6.9233 -3.7430 4.5693
30 C -2.0395 -2.0531 -2.2346
31 C -6.5292 -3.6692 3.5557
32 H 4.1788 -0.9371 1.2463
33 C 3.1729 -2.9623 -3.2692
34 H -4.2736 2.3395 -2.8919
35 C 0.6570 4.6888 -1.2678
36 H -4.5271 -3.1878 4.3931
37 H 5.0339 5.2111 -1.0778
38 H -2.5133 -2.6011 3.4383
39 H 2.0574 -3.9114 2.0739
40 H 0.6471 0.5304 -2.4706
41 H 6.2503 -2.4071 1.1335
42 H -4.3932 4.7352 1.1735
43 C -2.2689 1.6722 -3.4337
44 O 4.0478 2.3266 -6.9849
45 H -2.7159 0.6807 -3.3614
46 C -4.4316 -3.4333 2.4431
47 O -2.0858 3.3020 -6.6215
48 O -1.7100 1.6739 -4.6722
49 O 0.5641 -2.0282 0.1697
50 H -0.1490 4.1200 -1.7315
51 C 3.1675 1.6232 -6.5107
52 H -2.4843 -2.1807 -6.3198
53 H -5.3418 4.2310 -0.2384
54 H -2.5266 -2.8310 -1.6466
55 H 0.8814 -5.6518 2.8399
56 H -4.4727 -0.5898 5.2569
57 C 0.0642 -4.9270 4.6226
58 C 0.3873 -0.3432 1.8469
59 H -1.5316 1.9368 -2.6757
60 H -2.6291 -2.5077 1.7152
61 O 2.3648 3.0183 -1.0550
62 H 0.5561 3.2553 4.8480
63 C -0.1449 -3.6507 5.3669
64 O -4.2228 1.8348 3.2937
65 H 7.3705 -1.6942 2.0605
66 H 4.5706 -1.4036 -1.4446
67 H 2.0125 -3.1836 3.5764
68 H -2.7017 -1.1926 -2.1392
69 H -1.2770 -1.0110 -6.2965
70 H 0.4477 1.0078 -0.3848
71 O -3.8572 2.7444 -4.7909
72 C 0.6123 2.4789 5.6109
73 O -3.0041 -3.2846 -4.0199
74 H 1.3766 -0.3741 2.3034
75 H 1.4159 -1.1585 -2.1670
76 H -0.3181 2.3030 6.1509
77 H 4.5738 5.4409 -2.7162
78 H -0.3444 -2.9834 4.5285
79 S -2.7418 2.1919 -5.9106
80 H 2.7402 -0.5752 4.1684
81 H -6.8347 -4.5838 3.0475
82 H -2.4614 -4.1350 2.7093
83 H -1.5502 1.2898 4.1188
84 C 2.0922 4.1934 -1.3282
85 H 3.8892 1.7380 -4.3884
86 H -0.8798 3.8699 1.3896
87 H 0.4768 4.6195 -0.1951
88 O -0.5069 -5.9861 4.9535
89 H -2.9886 3.5370 -3.0157
90 C 0.6372 -0.8150 0.4187
91 H 2.1972 -4.5051 -4.7113
92 H 2.2728 0.9907 -8.2621
93 C 2.0493 -3.8636 -3.8425
94 N 4.7156 -0.0816 1.2472
95 C 6.0083 -0.2612 1.5250
96 C 6.2880 -1.6696 1.9352
97 C -2.3878 1.0089 4.7572
98 H -0.7817 -2.7898 -6.3205
99 H -0.4259 -1.6879 -4.2208
100 H 3.6495 0.6585 -0.4336
101 N 0.7969 -4.8813 3.4874
102 N 2.9614 5.0493 -1.7484
103 H -6.4971 -0.5573 3.5380
104 H -1.0197 -1.7470 -2.0012
105 O 3.5364 -2.0531 -4.0140
106 H 5.8658 -1.9662 2.8954
107 C 4.5279 -2.4832 -1.3004
108 H 4.0983 0.4721 3.6615
109 H 4.6841 3.8485 -2.1214
110 N 3.5551 -3.1870 -2.0154
111 N 0.8277 0.0930 -0.5819
112 H 1.2760 -3.1554 -4.1400
113 C -1.9426 4.0932 1.2961
114 H 3.4169 1.6476 0.9062
115 H 0.1408 0.7175 1.7976
116 O -3.2895 1.0605 -6.7234
117 H 0.4863 0.8833 -6.1070
118 H 2.8467 2.2819 4.8480
119 H 0.5394 -3.1677 2.4159
120 H 4.3318 -2.5370 -0.2296
121 H -6.7955 -0.2475 5.1833
122 H -6.6563 1.1376 4.2920
123 N -4.7949 0.2356 4.7720
124 H 3.2653 -4.0476 -1.5731
125 H 1.3593 -0.6890 -6.3008
126 H -5.4137 3.2557 1.2857
127 C -2.2482 -2.4320 -3.6974
128 O 6.9146 0.6274 1.3721
129 H 1.3280 2.8553 6.3417
130 C -4.7965 3.8767 0.6365
131 O -4.8727 -3.6012 1.3266
132 N -3.7992 3.0201 -0.0057
133 H -0.4404 -0.8851 2.3045
134 N -1.3375 -1.9527 -4.5658
135 H 2.3803 0.2354 -2.0104
136 H -2.4166 3.9093 2.2602
137 C 1.1961 1.2397 5.1312
138 H -7.0895 -2.8852 3.0462
139 C -2.8829 -3.1401 2.5659
140 C 4.3417 4.8429 -1.8349
141 H 2.7682 0.5214 -4.7102
142 O 0.4676 0.2431 5.1216
143 N 2.5032 1.3329 4.8099

Löwdin population analysis, charges in e, atoms 1 to 8: atom 1 (C): -0.060, atom 2 (O): -0.014, atom 3 (C): -0.464, atom 4 (H): 0.092, atom 5 (N): 0.004, atom 6 (H): 0.071, atom 7 (H): 0.086, atom 8 (H): 0.098